Record 1
Here is a cluster of 13 separate species, C6H34O13 in total in a non-equilibrium geometry from the Open Molecules 2025 dataset. Energies are from ωB97M-V with the def2-TZVPD basis set.

- LUMO level (alpha / beta): -4.45 / -8.39 eV
- Orbital gap (alpha / beta): 9.13 / 5.19 eV
- Molecular weight: 314.3 g/mol
- Expectation value of S²: 0.75
- Total charge: +1
- Spin multiplicity: 2
- DFT total energy: -33381.39243 eV
- Energy above the lowest of the compared OMol25 structures with the same formula, charge and spin: 0.0 kJ/mol

Geometry as XYZ:
```
53
Properties=species:S:1:pos:R:3:forces:R:3
O -1.1207 1.4378 -1.4985 -0.1 -0.6 -0.2
C -1.6257 0.6658 -2.2853 -0.4 0.2 0.5
C -2.5938 -0.3635 -1.8304 -1.2 -1.2 0.5
C -2.6335 -0.7389 -0.3596 0.8 0.5 1.3
C -1.4691 -1.5138 0.1055 -0.7 1.1 -2.4
C -1.1760 -1.8595 1.3992 0.7 -1.2 1.8
C -0.0100 -2.6629 1.8635 -0.9 0.6 -1.0
H -1.5272 0.6972 -3.3788 0.4 0.4 0.0
H -3.5945 0.0520 -2.0195 0.2 0.0 -0.5
H -2.4984 -1.2781 -2.4200 -0.1 0.1 -0.3
H -2.7243 0.1789 0.2717 -0.2 -0.3 -0.2
H -3.5181 -1.3103 -0.0129 -0.1 0.2 -0.4
H -0.8508 -1.7660 -0.7492 0.8 -0.6 0.4
H -1.8795 -1.5927 2.1833 -0.1 0.3 0.0
H 0.4414 -2.1309 2.7108 0.2 -0.4 -0.1
H 0.6457 -2.9320 1.0453 0.5 0.5 0.1
H -0.3951 -3.6295 2.1908 -0.3 -0.1 0.6
H 0.7101 3.8422 -1.5526 0.2 0.2 -0.3
H -0.2602 2.7830 -2.0220 0.5 0.4 -0.5
O 0.4830 3.3412 -2.3491 -0.5 -0.2 0.7
H -1.0761 2.4540 2.4458 -0.1 0.0 0.1
H -1.4238 1.3148 1.5081 0.2 0.2 -0.2
O -1.7904 1.8385 2.2247 0.4 0.0 0.1
H 2.8812 -1.5575 -1.2187 -0.5 -0.6 0.0
H 3.2277 -2.6197 -0.1886 -0.1 0.0 0.2
O 2.4953 -2.0469 -0.4519 0.6 0.1 0.3
H -0.4135 -2.1349 -3.5639 0.1 -0.3 0.0
H 0.8604 -1.6333 -4.2637 0.6 0.1 0.1
O -0.0897 -1.5769 -4.2741 -0.8 0.3 0.0
H 1.0717 -3.2429 -2.6624 0.7 0.3 -0.5
H 1.0394 -3.3936 -1.1486 0.4 0.1 -0.4
O 0.6398 -3.7164 -1.9666 -1.1 -0.4 0.8
H -4.5512 2.6601 1.0984 0.2 -0.2 0.2
H -3.8069 1.4917 1.8162 -0.5 0.8 -0.3
O -4.4926 1.6984 1.1510 0.4 -0.6 0.1
H 1.9425 1.2324 4.2945 -0.1 -0.5 0.4
H 0.7506 0.1754 4.1998 0.3 0.0 0.7
O 1.2074 0.8981 3.7734 -0.4 0.5 -1.0
H 3.0810 2.3990 -3.2285 -0.1 0.7 -0.7
H 1.8217 2.0243 -2.3612 0.5 0.8 -0.6
O 2.7783 1.8772 -2.5052 -0.2 -1.0 1.5
H 3.6453 2.9062 1.2450 -0.1 -0.1 0.6
H 2.8363 2.9766 2.5883 0.3 -0.5 0.3
O 3.0605 3.4464 1.7945 -0.2 0.8 -0.9
H 2.8132 -0.0439 -1.9922 -0.6 0.3 -0.8
H 3.6159 -0.4421 -3.1030 0.6 -0.1 -0.9
O 2.8010 -0.7224 -2.6995 0.0 -0.2 1.2
H -2.2132 0.7747 4.1427 0.3 0.3 -0.7
H -3.3545 -0.1241 3.5474 -0.2 -0.1 -1.0
O -2.9994 0.2738 4.3211 -0.3 -0.3 1.8
H 3.3237 -0.0592 1.0350 0.9 -0.6 0.3
H 2.5304 1.0219 1.4364 0.4 0.5 0.9
O 3.3847 0.6303 1.7135 -1.3 -0.2 -1.3
```
Positions in Å, forces in eV/Å.

natural (NBO) atomic charge list, values in e, 2 entries: O -0.568; C 0.474



Record 2
Here is a cluster of 7 separate species, C32H67ClO12P2S in total from the Open Molecules 2025 dataset. Energies are from ωB97M-V with the def2-TZVPD basis set.

- LUMO level: 0.22 eV
- Orbital gap: 8.68 eV
- Molecular weight: 773.3 g/mol
- SMILES: CC[C@@H](Cl)P(CCC(C)C)[PH2]=S.CCOC(C)=O.CCOC(C)=O.CCOC(C)=O.CCOC(C)=O.CCOC(C)=O.CCOC(C)=O
- DFT total energy: -100775.58754 eV

Geometry as XYZ:
```
115
Properties=species:S:1:pos:R:3:forces:R:3
C -2.3238 2.8753 0.6764 -0.4 -0.5 -0.1
C -1.1495 2.2347 -0.0535 0.1 0.5 0.4
C 0.1632 3.0616 -0.1527 -0.3 0.5 0.3
Cl -0.0114 4.6933 0.6426 0.1 -0.1 -0.2
P 1.5863 2.0613 0.5467 -0.2 -0.7 0.0
C 2.9756 2.0145 -0.6801 -0.1 0.1 0.4
C 2.9048 0.7940 -1.6111 0.1 -0.1 -0.3
C 2.5667 1.0845 -3.0836 0.2 0.4 -0.2
C 1.4738 2.1334 -3.2916 0.0 -0.3 -0.2
C 3.8292 1.5116 -3.8785 -0.4 0.2 0.2
P 2.5249 3.1171 2.2360 0.3 -0.3 0.4
S 2.8695 1.8263 3.6634 0.1 -0.1 0.0
H -3.1387 2.1487 0.6531 -0.1 0.0 0.0
H -2.1266 3.0600 1.7282 0.2 0.2 0.1
H -2.6968 3.7729 0.1957 0.1 0.2 0.0
H -1.4815 2.0159 -1.0649 0.1 -0.3 -0.1
H -0.9212 1.3116 0.4731 0.1 -0.3 -0.2
H 0.3458 3.3050 -1.1897 0.2 0.0 -0.1
H 3.1246 2.9611 -1.1958 0.0 0.1 -0.1
H 3.8561 1.8814 -0.0485 0.1 0.1 0.1
H 3.9047 0.3708 -1.5882 -0.1 -0.2 -0.1
H 2.2568 0.0109 -1.2188 -0.3 0.2 0.2
H 2.1864 0.1655 -3.5284 0.1 -0.2 0.1
H 0.5015 1.7833 -2.9429 -0.1 0.1 0.2
H 1.3685 2.3397 -4.3564 0.0 0.0 -0.1
H 1.7350 3.0813 -2.8255 -0.1 0.1 0.1
H 4.7050 1.5473 -3.2371 0.2 -0.1 0.0
H 3.6829 2.5078 -4.2958 0.1 0.1 -0.1
H 4.0136 0.8442 -4.7161 0.1 -0.1 0.0
H 1.7411 4.1960 2.6809 0.1 0.1 -0.3
H 3.7459 3.6849 1.7987 -0.3 0.3 -0.2
O 6.0333 0.4817 -1.2186 0.2 0.1 0.1
C 6.5513 0.6950 -0.1527 0.2 -0.2 -0.1
O 6.7890 1.9703 0.2056 -0.3 0.2 -0.1
C 7.2088 2.3499 1.5226 0.2 0.0 0.2
C 8.7118 2.2632 1.6822 0.1 -0.1 -0.1
C 7.0007 -0.4291 0.7471 -0.3 0.0 0.3
H 6.6759 1.7728 2.2794 0.0 -0.1 0.0
H 6.8863 3.3839 1.6359 -0.1 0.0 -0.1
H 9.0700 1.2406 1.5617 0.0 0.0 0.1
H 9.0105 2.6180 2.6687 0.0 0.0 0.0
H 9.2066 2.8720 0.9254 0.0 0.1 0.0
H 7.9981 -0.7447 0.4432 0.0 0.0 0.0
H 6.3133 -1.2614 0.6172 0.1 0.0 -0.2
H 7.0076 -0.1771 1.8045 0.1 0.1 0.0
O -6.6460 -1.5799 2.3772 0.0 0.1 0.0
C -5.6649 -1.3009 3.0144 0.1 -0.2 -0.1
O -5.1068 -0.0878 2.8407 -0.2 0.2 0.0
C -4.0579 0.4229 3.6727 0.3 0.0 0.1
C -2.6936 -0.0228 3.1936 0.0 -0.1 -0.1
C -5.0035 -2.3004 3.9315 -0.2 0.1 0.4
H -4.2346 0.1690 4.7186 0.0 -0.1 0.0
H -4.1386 1.5066 3.5986 -0.1 0.0 -0.1
H -2.5830 -1.1062 3.2413 0.0 0.0 0.1
H -1.9073 0.4289 3.7990 0.0 0.0 0.0
H -2.5475 0.2708 2.1541 0.0 0.1 0.0
H -4.3235 -2.9178 3.3461 0.0 0.0 0.0
H -5.7778 -2.9351 4.3551 0.0 -0.1 -0.2
H -4.4605 -1.8535 4.7605 0.1 0.0 -0.1
O 0.5698 -1.8345 -0.6236 0.0 -0.1 -0.1
C 0.3995 -2.6782 -1.4663 0.0 0.2 -0.1
O 1.3719 -3.5727 -1.6965 0.1 -0.1 0.3
C 1.1959 -4.7225 -2.5404 0.0 -0.1 -0.3
C 1.4491 -4.4127 -3.9961 0.5 0.4 0.0
C -0.8430 -2.6949 -2.3261 -0.3 -0.3 0.2
H 0.2130 -5.1679 -2.3807 0.0 0.1 0.0
H 1.9267 -5.4474 -2.1850 0.0 0.1 0.1
H 0.7385 -3.6811 -4.3817 -0.1 -0.1 0.0
H 1.3646 -5.3179 -4.5919 0.2 0.3 0.2
H 2.4487 -3.9883 -4.1206 0.0 0.0 0.1
H -0.6942 -2.0223 -3.1699 0.0 0.0 0.0
H -1.6745 -2.3301 -1.7274 0.1 0.2 0.0
H -1.1156 -3.6799 -2.6965 0.1 0.0 -0.1
O 5.8719 5.5125 7.2934 -0.1 0.1 0.0
C 4.7472 5.4995 6.8718 0.0 -0.3 0.2
O 3.9758 6.5945 7.0498 0.1 0.2 0.0
C 2.7007 6.7604 6.4264 -0.2 0.0 0.0
C 1.5892 6.1219 7.2331 0.1 -0.1 0.1
C 4.1501 4.2721 6.2271 0.1 0.2 -0.4
H 2.7228 6.3999 5.3967 0.0 -0.1 0.0
H 2.5470 7.8375 6.3761 0.1 0.0 0.0
H 1.7207 5.0427 7.3121 0.0 0.0 -0.1
H 0.6210 6.3173 6.7707 0.0 0.0 0.0
H 1.5821 6.5241 8.2462 0.0 0.1 0.0
H 3.7536 3.6199 7.0039 0.0 0.0 0.0
H 4.9381 3.7442 5.6970 0.1 -0.1 0.1
H 3.3680 4.4818 5.5027 -0.1 -0.1 0.1
O -12.6119 0.8180 1.1944 0.1 0.0 0.0
C -11.4332 0.6712 1.0092 -0.1 0.2 -0.1
O -10.5852 0.8309 2.0413 -0.1 -0.1 0.2
C -9.1920 0.4955 1.9718 0.2 0.1 -0.1
C -8.3677 1.6359 1.4142 -0.1 0.1 -0.1
C -10.8784 0.3934 -0.3687 0.1 -0.4 0.0
H -9.0404 -0.4320 1.4218 0.0 0.0 0.0
H -8.8911 0.2959 2.9981 -0.1 0.0 0.0
H -8.6495 1.8715 0.3871 0.0 -0.1 0.0
H -7.3085 1.3775 1.4323 0.0 0.0 0.0
H -8.5229 2.5381 2.0071 0.0 0.0 0.0
H -10.7393 1.3402 -0.8889 0.0 0.0 0.0
H -11.6070 -0.2025 -0.9128 -0.1 0.1 0.0
H -9.9419 -0.1588 -0.3686 0.1 0.1 0.0
O -0.2049 -6.1658 -5.3137 -0.6 -0.6 -0.4
C -0.3828 -7.0269 -6.1383 -0.1 0.3 -0.1
O 0.5918 -7.9274 -6.3437 0.1 -0.1 0.2
C 0.4274 -9.0961 -7.1555 0.0 -0.1 -0.2
C 0.6989 -8.8096 -8.6173 0.0 0.2 0.0
C -1.6239 -7.0596 -6.9954 -0.2 -0.3 0.2
H -0.5543 -9.5430 -6.9949 0.0 0.1 0.0
H 1.1589 -9.8082 -6.7776 0.0 0.1 0.1
H -0.0099 -8.0882 -9.0243 -0.1 -0.1 0.0
H 0.6311 -9.7261 -9.2035 0.0 0.0 0.0
H 1.6967 -8.3884 -8.7388 0.0 -0.1 0.0
H -1.4749 -6.4066 -7.8545 0.0 0.0 0.0
H -2.4536 -6.6789 -6.4051 0.1 0.2 0.0
H -1.9002 -8.0525 -7.3408 0.1 0.0 -0.1
```
Positions in Å, forces in eV/Å.

Mulliken atomic charge list, values in e, 2 entries: C -1.590; C -0.230



Record 3
Here is a cluster of 4 separate species, C12H31NO4 in total in a non-equilibrium geometry from the Open Molecules 2025 dataset. Energies are from ωB97M-V with the def2-TZVPD basis set.

- LUMO level (alpha / beta): -2.71 / -7.60 eV
- Orbital gap (alpha / beta): 8.61 / 3.72 eV
- Molecular weight: 253.4 g/mol
- Expectation value of S²: 0.75
- Total charge: +1
- Spin multiplicity: 2
- DFT total energy: -22614.41214 eV

Geometry as XYZ:
```
48
Properties=species:S:1:pos:R:3:forces:R:3
C -4.0139 23.7242 -19.4556 0.5 0.3 0.9
C -5.3829 23.3353 -18.8042 0.7 0.9 -1.4
C -6.4357 23.5478 -19.8913 -1.2 0.0 -0.4
C -7.7771 22.7893 -19.6995 0.7 0.4 1.4
C -7.4865 21.3111 -19.4862 0.9 0.6 -0.5
C -6.3839 21.0326 -18.3810 -2.6 -2.8 -0.8
N -5.2245 21.9023 -18.6127 -1.4 -1.0 5.0
O -4.2337 21.5759 -17.6104 -1.5 0.3 -2.4
C -7.0080 21.1701 -16.8979 1.2 2.7 0.1
C -6.0437 19.4829 -18.5278 0.8 0.0 0.6
C -5.7053 24.1515 -17.4740 0.6 -0.8 0.7
H -3.6567 22.9863 -20.1739 -0.5 0.0 -0.3
H -3.2117 23.7427 -18.7179 -0.1 0.3 0.3
H -4.0353 24.7013 -19.9381 -0.3 -0.1 0.1
H -6.5881 24.6251 -19.8259 -0.2 0.0 -0.5
H -6.0392 23.2907 -20.8735 0.2 0.1 0.0
H -8.5496 22.9476 -20.4520 0.5 0.1 -0.3
H -8.2018 23.2169 -18.7913 -0.3 -0.1 0.2
H -7.0635 20.9281 -20.4149 0.2 -0.1 -0.2
H -8.4088 20.7362 -19.4032 0.2 -0.1 0.8
H -6.2260 21.3748 -16.1666 0.4 -0.7 -0.1
H -7.4696 22.1565 -16.8532 -0.6 -0.1 -0.3
H -7.6954 20.4634 -16.4330 0.2 -0.6 -1.1
H -5.9232 19.0075 -17.5544 0.2 0.3 0.1
H -6.8145 18.8707 -18.9958 -0.3 0.7 -0.3
H -5.1236 19.2675 -19.0710 0.0 0.3 -0.2
H -5.1900 23.7164 -16.6177 0.3 -0.3 -0.2
H -6.7351 24.2065 -17.1210 -0.3 -0.3 -0.8
H -5.3522 25.1826 -17.4559 0.2 -0.1 -0.9
H -3.5129 21.4155 -18.2239 1.3 -0.2 0.2
C -5.9902 15.6836 -24.8617 2.6 -1.7 -0.6
O -7.1476 16.0105 -25.4828 -2.4 0.9 -0.4
H -5.6767 14.7007 -25.2138 0.3 -0.5 -0.1
H -5.2096 16.3256 -25.2697 0.5 0.4 1.0
H -5.9841 15.5036 -23.7867 -0.6 1.0 0.1
H -6.8892 16.2760 -26.3685 -0.4 0.0 -0.1
C -7.4677 18.2804 -22.9171 -0.2 -0.5 -1.0
O -8.5163 17.3090 -22.9254 0.4 1.7 -0.5
H -7.4474 18.8975 -22.0188 0.2 -0.2 0.4
H -6.5168 17.8056 -23.1590 0.4 -0.2 0.7
H -7.5162 18.9812 -23.7505 -0.9 0.0 -0.1
H -8.3090 16.7303 -22.1881 -0.2 -0.2 0.1
C -7.8870 15.4700 -19.6210 -0.1 0.0 0.0
O -7.9519 15.6314 -21.0779 0.4 -1.6 2.6
H -6.9335 15.1361 -19.2118 0.8 0.9 -0.5
H -8.2584 16.3887 -19.1670 0.2 -0.2 0.1
H -8.4455 14.6064 -19.2598 -1.0 0.3 -0.4
H -8.1554 14.7164 -21.2851 0.0 0.0 -1.2
```
Positions in Å, forces in eV/Å.

natural (NBO) atomic charge list, values in e, 2 entries: C -0.622; C 0.083



Record 4
Here is the molecule C21H22N2O3 in a non-equilibrium geometry from the Open Molecules 2025 dataset. Energies are from ωB97M-V with the def2-TZVPD basis set.

- LUMO level: 0.00 eV
- Orbital gap: 8.40 eV
- Molecular weight: 350.4 g/mol
- SMILES: CCc1cccc(C)c1NC(=O)CO/N=C(\C)c1cc2ccccc2o1
- DFT total energy: -31255.92116 eV
- Energy above the lowest of the compared OMol25 structures with the same formula, charge and spin: 303.0 kJ/mol

Geometry as XYZ:
```
48
Properties=species:S:1:pos:R:3:forces:R:3
C 0.2376 -1.4665 -2.5886 -0.1 0.0 0.2
H -0.1236 -1.7974 -3.5595 0.0 0.0 -0.1
H 0.8393 -0.5739 -2.7384 0.1 0.1 0.0
H 0.8707 -2.2474 -2.1723 0.1 -0.1 0.0
C -0.9440 -1.1821 -1.6592 0.1 0.0 -0.2
C -1.8482 -0.1234 -2.2302 0.0 0.0 0.1
C -3.0538 -0.4864 -2.8107 0.0 0.0 0.0
C -3.8870 0.4656 -3.3690 0.0 0.0 0.0
C -3.5304 1.7990 -3.3240 0.0 -0.1 0.0
C -2.3371 2.2051 -2.7402 0.1 0.0 0.0
C -1.4833 1.2275 -2.2220 -0.4 0.0 -0.3
N -0.2502 1.5911 -1.6369 -0.3 -0.3 0.5
C 0.7266 2.3158 -2.2179 0.4 0.1 0.3
O 0.6943 2.7867 -3.3342 0.1 0.0 -0.2
C 1.9755 2.4856 -1.3378 0.1 -0.1 -0.5
H 2.7153 1.7405 -1.6582 -0.1 0.1 0.1
H 2.3841 3.4831 -1.5121 -0.1 -0.1 0.0
O 1.7662 2.4076 0.0550 -0.1 -0.1 1.1
N 1.5582 1.0893 0.4589 0.1 -0.4 -0.4
C 1.4597 0.8859 1.7183 0.1 1.1 -0.1
C 1.2638 -0.4862 2.1287 0.0 -1.3 -0.9
C 1.2863 -1.6461 1.4023 0.0 0.8 0.4
C 1.0497 -2.7002 2.3257 -0.1 0.2 0.7
C 0.9494 -4.0891 2.2367 0.0 0.1 0.0
C 0.7086 -4.7976 3.3918 0.0 -0.2 0.0
C 0.5663 -4.1563 4.6255 0.0 0.0 0.0
C 0.6591 -2.7842 4.7421 0.0 0.3 0.0
C 0.9014 -2.0687 3.5800 0.0 -1.0 -0.6
O 1.0334 -0.7311 3.4510 0.0 0.5 0.3
H 0.5504 -2.2830 5.6905 0.0 0.0 0.1
H 0.3796 -4.7500 5.5074 0.0 0.0 0.1
H 0.6273 -5.8735 3.3513 0.0 -0.1 0.0
H 1.0594 -4.5855 1.2850 0.0 -0.1 -0.1
H 1.4685 -1.7252 0.3512 0.1 0.1 -0.3
C 1.5231 1.9298 2.7865 0.1 0.2 -0.2
H 2.2319 1.6300 3.5557 0.0 0.0 0.1
H 1.8181 2.8841 2.3590 0.0 0.0 0.1
H 0.5446 2.0303 3.2546 0.0 0.0 0.1
H 0.0117 1.0910 -0.7924 0.0 0.2 -0.2
C -2.0015 3.6595 -2.6566 0.0 0.1 -0.1
H -2.8825 4.2661 -2.8509 -0.1 0.0 0.0
H -1.2332 3.9080 -3.3886 0.0 0.1 0.0
H -1.6074 3.9077 -1.6717 0.0 0.1 0.1
H -4.1905 2.5463 -3.7396 -0.1 0.1 0.0
H -4.8180 0.1680 -3.8278 -0.1 0.0 0.0
H -3.3375 -1.5289 -2.8296 0.0 -0.1 0.0
H -0.5725 -0.8803 -0.6755 0.0 -0.1 0.0
H -1.5175 -2.1014 -1.5231 0.0 0.1 0.1
```
Positions in Å, forces in eV/Å.

natural (NBO) atomic charge list, values in e, 2 entries: C -0.596; H 0.212